No. 1
Formula: C6H8NPS2
Source: OMol25
Level of theory: wB97M-V/def2-TZVPD

Structure (XYZ):
```
18
Properties=species:S:1:pos:R:3
C 1.642 -0.726 -1.332
C -0.003 -0.038 0.070
C 0.945 -1.924 -1.574
C -0.722 -1.178 -0.115
N 0.698 2.374 1.603
H 0.440 3.058 2.311
H -0.797 -3.088 -0.913
S -2.084 0.361 2.284
H -1.005 2.455 -1.216
H -1.630 -1.306 0.307
H 2.564 -0.741 -1.875
H -1.550 0.785 3.435
H 1.822 0.997 -0.217
S -1.970 2.344 -0.299
P -0.695 1.303 1.038
C -0.202 -2.231 -0.871
H 1.283 -2.639 -2.202
C 1.263 0.194 -0.435
```

Calculated values
DFT total energy = -1425.859104 Eh
Molar mass = 189.25 g/mol
Total charge = 0
Energy above the lowest of the compared OMol25 structures with the same formula, charge and spin = 36.2 kcal per mole
SMILES = N=P(S)(S)c1ccccc1

---

No. 2
Formula: C10H20BO5
Source: OMol25
Level of theory: wB97M-V/def2-TZVPD

Structure (XYZ):
```
36
Properties=species:S:1:pos:R:3
H -0.112 -3.008 -0.481
H 3.754 2.221 -1.078
H -3.627 -0.791 -1.296
H 0.974 0.313 0.227
H -0.422 -4.440 -1.465
C -0.651 -2.581 -2.562
H 2.436 1.010 2.397
H 1.329 2.377 2.423
H -2.757 1.528 -0.630
H 2.426 3.456 0.734
O -2.354 -1.213 -3.536
H 0.354 -2.154 -2.658
H -0.835 -3.193 -3.447
C -0.745 -3.411 -1.275
H 2.924 0.737 -0.570
O -1.125 -0.511 1.653
H 1.991 2.109 -1.208
C 0.683 0.831 1.156
C -1.629 -1.432 -2.593
H -2.199 1.371 2.291
H 0.798 -1.097 2.241
O -1.564 -0.654 -1.505
C 2.852 1.829 -0.594
H -3.788 0.762 0.575
C 2.758 2.417 0.809
O 4.080 2.503 1.386
H 4.500 1.648 1.231
O -0.446 1.625 0.886
H 0.098 0.271 3.125
H -2.671 -1.438 0.063
C -2.802 0.704 0.093
H -1.768 -3.453 -0.893
C 1.814 1.654 1.758
C 0.150 -0.217 2.126
C -2.754 -0.613 -0.654
B -1.670 0.840 1.269
```

Calculated values
DFT total energy = -794.181618 Eh
Molar mass = 231.08 g/mol
Total charge = -1
Energy above the lowest of the compared OMol25 structures with the same formula, charge and spin = 0.0 kcal per mole

---

No. 3
Formula: C3H4N4S
Source: OMol25
Level of theory: wB97M-V/def2-TZVPD

Structure (XYZ):
```
12
Properties=species:S:1:pos:R:3
H 2.657 -1.659 -0.087
H -1.042 2.400 0.153
N 1.085 0.938 -0.121
C 0.680 -1.263 0.029
S -2.518 -1.000 -0.090
N 2.238 0.332 -0.140
C 0.067 -0.073 -0.107
N 1.978 -0.950 0.090
H 0.338 -2.261 -0.008
N -1.634 1.534 -0.020
C -1.303 0.261 0.028
H -2.545 1.740 0.274
```

Calculated values
DFT total energy = -733.889735 Eh
Molar mass = 128.16 g/mol
Total charge = 0
Energy above the lowest of the compared OMol25 structures with the same formula, charge and spin = 11.0 kcal per mole
SMILES = NC(=S)c1c[nH]nn1

---

No. 4
Formula: C30H22FeI2N5O2
Source: OMol25
Level of theory: wB97M-V/def2-TZVPD

Structure (XYZ):
```
62
Properties=species:S:1:pos:R:3
H -0.841 -1.717 -1.097
H 2.545 -2.810 -0.962
C -2.080 2.111 3.701
C -0.567 3.934 2.268
N 2.877 -0.001 0.886
C -1.576 2.505 -3.910
H -2.239 -0.009 0.657
C -2.393 3.451 3.769
C 4.975 -0.477 1.546
C -0.792 1.555 -1.826
N -1.018 -0.648 3.856
C 0.208 -1.684 -2.946
C 2.296 -1.858 -0.489
C -2.158 0.518 -0.287
C 3.255 -1.201 0.325
H 0.159 -0.880 -6.735
C 0.095 -1.719 2.321
N 1.132 -1.324 -0.648
C -3.146 1.415 -2.269
O 0.777 2.197 1.431
H -4.264 0.442 -0.729
H -1.856 5.417 3.087
C -3.293 0.767 -1.074
O 1.499 1.603 -1.289
H 1.874 -0.335 -2.854
C 3.918 0.431 1.616
C -0.538 -1.892 3.506
H -4.005 1.613 -2.898
H 5.930 -0.380 2.038
H -2.694 1.398 4.241
C -1.867 1.835 -2.694
C -0.235 2.569 2.179
H 5.113 -2.394 0.420
C -1.010 1.653 2.924
C 1.136 -0.807 -3.488
H -1.487 -2.469 -5.780
C 0.562 1.931 -2.123
C 4.556 -1.517 0.710
C -0.670 0.237 2.895
C -0.291 2.870 -4.200
C 0.174 -1.109 -5.677
C 0.769 2.594 -3.319
H 0.220 -3.092 -1.329
H -0.072 3.377 -5.130
H 1.840 0.174 -5.256
H 3.863 1.364 2.156
H -1.457 -2.972 -3.371
H 0.034 4.631 1.700
H -3.228 3.788 4.367
N 0.006 -0.395 1.947
H -1.481 -0.410 4.715
H -0.677 -2.759 4.126
I 2.710 3.122 -3.832
C 1.115 -0.521 -4.850
C -0.730 -2.283 -3.787
Fe 1.030 0.638 0.353
C -1.621 4.361 3.045
I -3.083 2.947 -5.286
C 0.144 -2.006 -1.465
N -0.956 0.892 -0.653
C -0.749 -2.000 -5.141
H 0.621 -2.437 1.718
```

Calculated values
DFT total energy = -3439.883896 Eh
Spin multiplicity = 6
Molar mass = 794.19 g/mol
Total charge = 0
Energy above the lowest of the compared OMol25 structures with the same formula, charge and spin = 3.3 kcal per mole

---

No. 5
Formula: C4H7NO
Source: OMol25
Level of theory: wB97M-V/def2-TZVPD

Structure (XYZ):
```
13
Properties=species:S:1:pos:R:3
H -2.690 0.372 -0.175
N -1.718 0.271 -0.439
C 1.673 -0.217 0.495
O -0.969 2.411 -1.025
H 1.434 -0.552 1.516
H 2.369 0.615 0.569
H -0.881 -0.597 1.294
H -0.820 -1.686 -0.146
H 2.233 -1.064 0.059
C -0.814 -0.656 0.200
C -0.788 1.283 -0.645
C 0.392 0.082 -0.339
H 0.579 -0.261 -1.363
```

Calculated values
DFT total energy = -286.568844 Eh
Molar mass = 85.11 g/mol
Total charge = 0
Energy above the lowest of the compared OMol25 structures with the same formula, charge and spin = 39.4 kcal per mole
SMILES = C[C@H]1CNC1=O